Entry 1:
Entry from OMol25: 20 unconnected molecules or ions with the total composition C34H40Cl57I2N2O (wB97M-V/def2-TZVPD).

As for the total charge: +1. Its molar mass is 2767.3 g mol⁻¹. Its HOMO-LUMO gap is 9.18 eV. Its lowest unoccupied orbital energy is -2.65 eV.

Cartesian coordinates (Å):
1 C -0.285 -3.806 0.417
2 C -0.610 -2.761 -0.090
3 C -0.946 -1.528 -0.745
4 N 0.167 -1.116 -1.580
5 C 0.433 -1.382 -2.817
6 C -0.387 -2.191 -3.744
7 I 0.550 -2.275 -5.667
8 C -1.878 -1.702 -3.746
9 C -2.500 -1.455 -5.100
10 N 1.519 -0.830 -3.073
11 C 2.021 -0.142 -2.005
12 C 3.254 0.614 -1.890
13 C 3.755 1.304 -3.181
14 C 4.192 2.717 -2.839
15 I 6.026 2.550 -1.727
16 C 1.163 -0.331 -1.103
17 C 1.191 0.195 0.268
18 C 0.417 1.506 0.212
19 C 0.430 2.274 1.518
20 O -0.731 1.511 0.911
21 H 0.278 -4.607 0.783
22 H -1.846 -1.720 -1.296
23 H -1.183 -0.774 -0.024
24 H -0.372 -3.173 -3.310
25 H -2.454 -2.461 -3.246
26 H -1.923 -0.833 -3.115
27 H -2.399 -2.283 -5.771
28 H -3.558 -1.325 -4.941
29 H -2.154 -0.519 -5.503
30 H 1.983 -0.895 -3.967
31 H 3.153 1.377 -1.141
32 H 4.053 -0.016 -1.535
33 H 3.061 1.285 -4.010
34 H 4.650 0.805 -3.499
35 H 3.483 3.211 -2.205
36 H 4.425 3.294 -3.709
37 H 0.593 -0.368 0.960
38 H 2.173 0.446 0.615
39 H 0.468 2.078 -0.669
40 H 0.082 3.255 1.280
41 H 0.308 1.784 2.456
42 C -1.709 -1.963 -9.276
43 Cl -3.141 -1.351 -8.447
44 Cl -2.138 -3.244 -10.404
45 Cl -0.866 -0.654 -10.107
46 H -1.041 -2.377 -8.533
47 C -4.096 4.585 -0.161
48 Cl -5.566 5.217 0.573
49 Cl -4.474 3.257 -1.262
50 Cl -3.212 5.852 -1.018
51 H -3.461 4.201 0.625
52 C 0.798 -7.451 2.346
53 Cl -0.472 -6.488 3.092
54 Cl 0.112 -8.659 1.265
55 Cl 1.936 -6.410 1.475
56 H 1.341 -7.963 3.129
57 C -1.088 -7.076 7.049
58 Cl -2.681 -7.550 6.450
59 Cl -1.004 -7.237 8.797
60 Cl 0.174 -8.039 6.272
61 H -0.926 -6.038 6.795
62 C -4.801 8.725 2.814
63 Cl -4.143 7.812 1.451
64 Cl -3.533 9.665 3.607
65 Cl -6.114 9.770 2.276
66 H -5.198 8.022 3.534
67 C 7.450 2.347 -6.051
68 Cl 8.576 2.021 -4.743
69 Cl 6.251 1.052 -6.181
70 Cl 6.653 3.906 -5.819
71 H 8.005 2.386 -6.978
72 C 5.918 -6.799 1.657
73 Cl 5.375 -5.211 1.094
74 Cl 7.676 -6.884 1.672
75 Cl 5.266 -7.139 3.258
76 H 5.547 -7.549 0.973
77 C -4.342 13.164 -0.095
78 Cl -5.632 13.183 -1.300
79 Cl -4.638 14.370 1.155
80 Cl -4.185 11.556 0.617
81 H -3.415 13.411 -0.591
82 C -4.341 -7.869 11.260
83 Cl -2.760 -7.411 11.909
84 Cl -5.598 -6.809 11.887
85 Cl -4.322 -7.838 9.497
86 H -4.557 -8.877 11.579
87 C 9.303 -5.280 -1.301
88 Cl 9.614 -6.477 -2.555
89 Cl 10.808 -4.563 -0.731
90 Cl 8.201 -4.031 -1.892
91 H 8.830 -5.780 -0.465
92 C -8.213 14.057 -3.837
93 Cl -9.706 14.694 -3.153
94 Cl -8.547 12.711 -4.928
95 Cl -7.309 15.325 -4.664
96 H -7.604 13.687 -3.026
97 C 5.353 1.347 2.026
98 Cl 6.913 1.539 2.810
99 Cl 4.838 -0.347 2.044
100 Cl 4.134 2.375 2.786
101 H 5.443 1.639 0.992
102 C -5.323 2.458 -8.783
103 Cl -6.780 1.664 -9.377
104 Cl -5.178 2.246 -7.034
105 Cl -3.900 1.844 -9.618
106 H -5.406 3.516 -8.987
107 C 2.672 -0.746 5.043
108 Cl 1.352 -0.509 3.888
109 Cl 2.458 0.290 6.449
110 Cl 2.780 -2.439 5.519
111 H 3.597 -0.471 4.555
112 C -9.527 12.096 1.817
113 Cl -7.830 12.285 1.368
114 Cl -10.246 13.657 2.207
115 Cl -10.426 11.300 0.526
116 H -9.576 11.472 2.698
117 C 11.940 -8.955 -0.272
118 Cl 10.668 -7.964 0.452
119 Cl 11.245 -10.173 -1.339
120 Cl 13.091 -7.944 -1.141
121 H 12.466 -9.462 0.524
122 C 10.739 -5.529 4.035
123 Cl 11.002 -4.989 2.378
124 Cl 11.793 -4.685 5.168
125 Cl 9.045 -5.317 4.478
126 H 10.973 -6.584 4.076
127 C -8.378 -9.840 12.743
128 Cl -6.752 -10.323 12.252
129 Cl -8.482 -8.109 13.063
130 Cl -9.553 -10.317 11.519
131 H -8.614 -10.364 13.658
132 C -7.963 3.933 -5.150
133 Cl -6.927 3.735 -3.734
134 Cl -9.115 2.605 -5.271
135 Cl -8.797 5.484 -5.100
136 H -7.335 3.914 -6.030

Atomic partial charges in e from the Mulliken method, atoms 1 to 6: 0.95, -0.38, -1.25, 0.46, -0.18, -0.20

***

Entry 2:
Entry from OMol25: 2 unconnected molecules or ions with the total composition C4H7OP (wB97M-V/def2-TZVPD).

Its molar mass is 102.1 g mol⁻¹. Its HOMO-LUMO gap (alpha / beta) is 7.80 / 7.91 eV. Its lowest unoccupied orbital energy (alpha / beta) is -1.06 / -0.93 eV.

Cartesian coordinates (Å):
1 C 0.779 -1.139 0.353
2 C -0.430 -1.393 -0.254
3 C 1.368 0.293 0.370
4 C 0.147 1.198 -0.069
5 O -3.644 0.109 0.643
6 P -1.357 0.122 -0.604
7 H 1.557 -1.786 0.757
8 H -0.825 -2.369 -0.032
9 H 1.537 0.483 1.367
10 H 2.301 0.345 -0.246
11 H -0.246 1.933 0.677
12 H 0.210 1.821 -0.941
13 H -1.397 0.385 -2.020

Atomic partial charges in e from the Mulliken method, atoms 1 to 6: -0.29, -0.37, -0.54, -0.64, -0.35, 0.06

***

Entry 3:
Entry from OMol25: a molecular structure, C19H41BBrF2N4OPdSi (wB97M-V/def2-TZVPD).

As for the total charge: -1. Its molar mass is 604.8 g mol⁻¹. Its HOMO-LUMO gap is 4.68 eV. Its lowest unoccupied orbital energy is 2.54 eV.

Cartesian coordinates (Å):
1 Pd 1.028 1.671 -1.530
2 N -1.458 3.185 -0.747
3 C -1.743 2.884 -2.038
4 N -2.855 3.518 -2.572
5 O -1.086 2.100 -2.708
6 H -1.715 4.100 -0.418
7 H -0.526 2.865 -0.512
8 H -3.590 3.757 -1.927
9 H -3.174 3.073 -3.417
10 C 0.000 -4.395 3.014
11 C 0.302 -3.023 2.397
12 C 0.969 -2.143 3.466
13 C 1.360 -3.218 1.292
14 Si -1.277 -2.155 1.717
15 Br -0.493 -0.381 0.595
16 C -2.426 -1.450 3.102
17 C -1.735 -0.301 3.863
18 C -2.861 -2.501 4.133
19 C -3.690 -0.851 2.466
20 C -2.232 -3.215 0.416
21 C -1.241 -3.892 -0.542
22 C -3.151 -2.345 -0.463
23 C -3.094 -4.305 1.068
24 H 0.934 -4.838 3.380
25 H -0.421 -5.088 2.280
26 H -0.689 -4.337 3.858
27 H 1.939 -2.582 3.725
28 H 0.381 -2.095 4.384
29 H 1.151 -1.128 3.107
30 H 2.293 -3.546 1.765
31 H 1.575 -2.291 0.758
32 H 1.082 -3.978 0.567
33 H -0.962 -0.654 4.541
34 H -2.486 0.218 4.470
35 H -1.288 0.429 3.188
36 H -2.010 -2.909 4.681
37 H -3.406 -3.333 3.687
38 H -3.523 -2.029 4.869
39 H -3.456 -0.176 1.640
40 H -4.233 -0.279 3.227
41 H -4.365 -1.625 2.102
42 H -0.507 -3.191 -0.943
43 H -1.798 -4.314 -1.386
44 H -0.712 -4.716 -0.059
45 H -2.605 -1.526 -0.932
46 H -3.990 -1.925 0.082
47 H -3.563 -2.974 -1.262
48 H -2.517 -4.969 1.716
49 H -3.548 -4.921 0.282
50 H -3.909 -3.881 1.656
51 F 2.933 0.724 0.644
52 B 2.732 1.147 -0.651
53 F 3.952 1.058 -1.295
54 N 0.836 5.408 -1.700
55 C 1.612 5.065 -2.499
56 N 2.493 4.825 -3.469
57 C 3.704 5.636 -3.526
58 C 4.916 4.866 -3.015
59 C 4.954 3.424 -3.576
60 C 3.892 3.200 -4.648
61 C 2.505 3.488 -4.098
62 H 3.531 6.536 -2.939
63 H 3.860 5.951 -4.563
64 H 4.881 4.829 -1.925
65 H 5.813 5.427 -3.293
66 H 4.761 2.719 -2.763
67 H 5.942 3.196 -3.980
68 H 3.913 2.161 -4.982
69 H 4.088 3.819 -5.530
70 H 2.243 2.754 -3.340
71 H 1.757 3.450 -4.892

Atomic partial charges in e from the Mulliken method, atoms 1 to 6: -0.12, -0.25, 0.59, -0.52, -0.58, 0.27

***

Entry 4:
Entry from OMol25: a single C5H4O2 molecule (wB97M-V/def2-TZVPD).

Its molar mass is 96.1 g mol⁻¹. Its HOMO-LUMO gap is 8.29 eV. Its lowest unoccupied orbital energy is -0.53 eV.

Cartesian coordinates (Å):
1 C 2.410 0.706 -0.064
2 C 0.873 -1.397 -0.419
3 C -0.202 -0.371 0.094
4 C 1.355 -0.240 -0.101
5 C -1.198 0.171 -0.851
6 O 3.588 0.426 -0.102
7 O -2.141 0.701 -0.077
8 H 2.154 1.688 0.108
9 H 1.114 -2.445 -0.615
10 H -0.457 -0.564 1.174
11 H -2.875 1.066 -0.412

Atomic partial charges in e from the Mulliken method, atoms 1 to 6: -0.08, -0.32, 0.09, 0.17, -0.51, -0.45

***

Entry 5:
Entry from OMol25: a molecular structure, C5H8N2O2PSZn (wB97M-V/def2-TZVPD).

As for the total charge: +1. Its molar mass is 256.6 g mol⁻¹. Its HOMO-LUMO gap is 3.24 eV. Its lowest unoccupied orbital energy is -8.36 eV.

Cartesian coordinates (Å):
1 C 1.527 1.811 0.034
2 P 0.402 0.400 -0.413
3 C -0.300 0.564 -2.125
4 C -0.892 0.082 0.870
5 N -1.345 -1.300 0.941
6 N -0.653 -2.138 0.033
7 C 0.284 -2.776 0.615
8 S 1.774 -3.108 1.150
9 C -2.159 1.105 0.737
10 O -3.170 0.724 1.291
11 O -2.057 2.227 0.128
12 H 1.461 2.564 -0.802
13 H 2.590 1.426 0.023
14 H 1.285 2.238 1.040
15 H 0.221 -0.202 -2.780
16 H -0.044 1.569 -2.566
17 H -1.400 0.357 -2.191
18 H -0.429 0.320 1.881
19 H -1.257 -1.649 1.906
20 Zn 4.160 -4.212 0.228

Atomic partial charges in e from the Mulliken method, atoms 1 to 6: -0.98, 0.77, -1.05, -0.02, -0.06, -0.51

***

Entry 6:
Entry from OMol25: a molecular structure, C5H7N (wB97M-V/def2-TZVPD).

Its molar mass is 81.1 g mol⁻¹. Its HOMO-LUMO gap is 10.00 eV. Its lowest unoccupied orbital energy is 0.97 eV.

Cartesian coordinates (Å):
1 C -0.324 0.500 -1.419
2 C 0.750 0.579 -0.438
3 C 0.452 0.202 1.010
4 C -0.984 -0.249 1.070
5 N -0.777 -0.989 -0.203
6 C 0.670 -0.892 0.034
7 H -0.364 -0.309 -2.128
8 H -0.640 1.455 -1.901
9 H 1.601 1.253 -0.544
10 H 1.123 0.559 1.782
11 H -1.116 -0.938 1.916
12 H -1.807 0.467 1.027
13 H 1.415 -1.639 -0.207

Atomic partial charges in e from the Mulliken method, atoms 1 to 6: -0.65, -0.18, -0.34, -0.28, -0.57, -0.28